A structure of composition C3H4ClN2O2. Source: the OMol25 dataset; level of theory: ωB97M-V/def2-TZVPD.

Its orbital gap (alpha / beta) is 7.493 / 7.492 eV. The value obtained for the highest occupied orbital energy (alpha / beta) is -4.04 / -4.04 eV. The value obtained for the LUMO energy (alpha / beta) is 3.45 / 3.45 eV. Its net charge is -1.

Last column: Löwdin charge in e.
Positions of all 12 atoms, in Å:
C -1.333 -0.281 0.170  -0.20
C -2.827 0.231 -0.308  -0.75
C 2.234 0.429 0.094  -0.32
N -0.334 0.366 0.160  0.10
N 1.237 -0.520 0.451  -0.60
O -2.956 0.503 -1.480  0.00
O -3.495 0.262 0.722  -0.05
Cl 1.271 -1.701 -0.750  0.53
H -1.553 -1.294 0.625  0.13
H 1.976 1.151 -0.566  0.01
H 2.594 0.929 1.126  0.11
H 3.185 -0.076 -0.244  0.05



The molecule C3H4ClN3. Source: the OMol25 dataset; level of theory: ωB97M-V/def2-TZVPD.

Its orbital gap is 11.033 eV. The value obtained for the highest occupied orbital energy is -10.24 eV. The value obtained for the LUMO energy is 0.79 eV. As for the SMILES: ClCn1nccn1.

Last column: Löwdin charge in e.
Positions of all 11 atoms, in Å:
Cl 2.397 1.916 -0.772  0.52
C 0.860 1.120 -1.342  -0.50
N 0.196 0.380 -0.323  -0.28
N 0.519 -0.947 -0.267  0.08
C 0.036 -1.402 0.875  -0.13
C -0.555 -0.296 1.519  -0.15
N -0.456 0.778 0.755  0.09
H 0.180 1.776 -1.885  0.09
H 1.149 0.270 -1.923  0.06
H -0.101 -2.441 1.132  0.10
H -0.886 -0.230 2.592  0.12



The molecule C3H4ClN3. Source: the OMol25 dataset; level of theory: ωB97M-V/def2-TZVPD.

Its orbital gap is 11.047 eV. The value obtained for the highest occupied orbital energy is -10.25 eV. The value obtained for the LUMO energy is 0.79 eV. As for the SMILES: ClCc1ncn[nH]1.

Last column: Löwdin charge in e.
Positions of all 11 atoms, in Å:
Cl -2.197 0.209 -1.730  0.51
C -1.767 -0.093 0.016  -0.45
C -0.093 -0.077 0.130  -0.35
N 0.526 0.602 1.079  0.09
C 1.854 0.396 0.811  -0.22
N 2.082 -0.171 -0.341  0.05
N 0.830 -0.503 -0.749  0.01
H -2.304 0.600 0.715  0.08
H -2.152 -1.007 0.505  0.07
H 2.679 0.837 1.252  0.08
H 0.544 -0.794 -1.688  0.15



The molecule C3H4ClNO. Source: the OMol25 dataset; level of theory: ωB97M-V/def2-TZVPD.

Its orbital gap (alpha / beta) is 7.734 / 7.564 eV. The value obtained for the highest occupied orbital energy (alpha / beta) is -9.07 / -9.00 eV. The value obtained for the LUMO energy (alpha / beta) is -1.33 / -1.44 eV.

Last column: Löwdin charge in e.
Positions of all 10 atoms, in Å:
C -2.158 0.911 -0.011  -0.64
C 1.473 -0.253 -0.444  -0.12
C 0.368 -0.769 0.361  -0.57
N -1.656 1.522 0.873  -0.08
O -2.650 0.315 -0.886  0.10
Cl -0.251 0.079 1.569  1.01
H 1.182 0.498 -1.120  0.08
H 2.000 0.279 0.323  0.06
H 2.089 -1.126 -0.698  0.10
H -0.397 -1.458 0.032  0.06



A cluster of 2 separate species, C3H4ClNO2 in total. Source: the OMol25 dataset; level of theory: ωB97M-V/def2-TZVPD.

Its orbital gap (alpha / beta) is 9.565 / 9.566 eV. The value obtained for the highest occupied orbital energy (alpha / beta) is -10.27 / -10.28 eV. The value obtained for the LUMO energy (alpha / beta) is -0.71 / -0.71 eV. As for the SMILES: O=CC#[N+][O-].CCl.

Last column: Löwdin charge in e.
Positions of all 11 atoms, in Å:
O -1.085 -1.610 0.095  0.01
C -1.898 -1.180 0.880  -0.29
C -2.850 -0.136 0.620  0.04
N -3.594 0.535 0.009  -0.10
O -4.276 1.452 -0.265  0.08
H -1.893 -1.572 1.873  0.11
C 0.928 0.287 -0.400  -0.38
Cl 0.021 1.157 0.937  0.50
H 1.135 1.039 -1.087  0.01
H 0.327 -0.652 -0.575  0.03
H 1.846 0.023 -0.085  -0.01



A structure of composition C3H4ClNS. Source: the OMol25 dataset; level of theory: ωB97M-V/def2-TZVPD.

Its orbital gap is 9.376 eV. The value obtained for the highest occupied orbital energy is -8.53 eV. The value obtained for the LUMO energy is 0.84 eV.

Last column: Löwdin charge in e.
Positions of all 10 atoms, in Å:
C -2.313 -0.211 0.086  -0.86
C -0.620 0.430 0.044  -0.16
C 0.233 -0.774 -0.049  -0.42
N -2.447 -1.429 -0.058  -0.37
S -1.015 -2.234 -0.296  0.82
Cl -3.539 0.910 0.367  0.69
H -0.558 0.883 -0.865  0.06
H -0.493 0.860 1.038  0.10
H 0.743 -0.707 -0.994  0.05
H 0.969 -1.207 0.743  0.10



The molecule C3H4ClNS2. Source: the OMol25 dataset; level of theory: ωB97M-V/def2-TZVPD.

Its orbital gap (alpha / beta) is 7.198 / 8.012 eV. The value obtained for the highest occupied orbital energy (alpha / beta) is -8.30 / -8.38 eV. The value obtained for the LUMO energy (alpha / beta) is -1.10 / -0.36 eV.

Last column: Löwdin charge in e.
Positions of all 11 atoms, in Å:
C 0.870 -0.369 0.491  -0.23
C 1.684 0.400 -0.184  -0.62
C -0.557 -0.845 0.146  -0.34
N -1.194 0.045 -0.821  -0.93
S -0.351 0.204 -2.328  0.57
S -1.871 1.554 -0.113  0.69
Cl 3.118 1.095 -0.567  0.71
H 1.178 -0.859 1.405  0.10
H -0.560 -1.795 -0.310  0.09
H -0.977 -0.726 1.183  0.11
H -1.339 1.295 1.099  -0.15



A cluster of 2 separate species, C3H4ClO2S in total. Source: the OMol25 dataset; level of theory: ωB97M-V/def2-TZVPD.

Its orbital gap is 5.779 eV. The value obtained for the highest occupied orbital energy is -2.29 eV. The value obtained for the LUMO energy is 3.49 eV. Its net charge is -1.

Last column: Löwdin charge in e.
Positions of all 11 atoms, in Å:
C -2.770 1.293 -0.290  -0.59
C 2.085 0.258 0.383  -0.48
C -0.271 -1.808 -0.018  -1.09
O -3.090 0.934 0.752  0.16
O -2.530 1.757 -1.294  0.17
S 0.627 -0.753 0.958  0.58
Cl -1.580 -1.142 -1.047  0.38
H 2.058 0.884 -0.503  0.00
H 3.126 -0.228 0.603  0.03
H 1.982 0.995 1.180  -0.03
H 0.362 -2.191 -0.724  -0.12



A cluster of 2 separate species, C3H4ClO3S in total. Source: the OMol25 dataset; level of theory: ωB97M-V/def2-TZVPD.

Its orbital gap is 7.934 eV. The value obtained for the highest occupied orbital energy is -4.59 eV. The value obtained for the LUMO energy is 3.34 eV. Its net charge is -1.

Last column: Löwdin charge in e.
Positions of all 12 atoms, in Å:
C 0.459 2.473 -0.172  -0.25
C 0.637 0.059 0.571  -0.12
C 1.050 1.533 0.495  -0.16
O -2.298 0.391 0.868  -0.58
O -3.212 0.858 -1.316  -0.54
O -0.136 3.426 -0.474  0.14
S -3.516 0.665 0.056  0.38
Cl -4.735 -1.245 0.169  -0.16
H -0.469 0.017 0.575  0.03
H 1.098 -0.518 1.385  0.07
H 0.812 -0.410 -0.352  0.04
H 2.121 1.794 0.989  0.14



A structure of composition C3H4ClO4S. Source: the OMol25 dataset; level of theory: ωB97M-V/def2-TZVPD.

Its orbital gap is 7.751 eV. The value obtained for the highest occupied orbital energy is -4.10 eV. The value obtained for the LUMO energy is 3.65 eV. Its net charge is -1.

Last column: Löwdin charge in e.
Positions of all 13 atoms, in Å:
C 0.027 -0.705 -0.247  -0.47
C -2.335 -0.162 0.105  -0.12
C -0.913 0.217 -0.416  -0.17
O 0.380 -1.778 0.148  0.06
O 2.926 -1.013 0.477  -0.35
O 1.508 0.880 1.191  -0.33
O 1.413 0.097 -1.140  -0.32
S 2.139 0.130 0.169  0.17
Cl 3.704 1.410 -0.285  0.27
H -2.698 0.778 0.778  0.08
H -3.051 -0.025 -0.833  0.08
H -2.336 -0.993 0.810  0.05
H -0.762 1.165 -0.759  0.06



A structure of composition C3H4CoO3. Source: the OMol25 dataset; level of theory: ωB97M-V/def2-TZVPD.

Its orbital gap (alpha / beta) is 9.081 / 7.439 eV. The value obtained for the highest occupied orbital energy (alpha / beta) is -20.73 / -20.65 eV. As for the expectation value of S²: 3.76. The spin multiplicity is 4. The value obtained for the LUMO energy (alpha / beta) is -11.65 / -13.21 eV. Its net charge is +2.

Last column: Löwdin charge in e.
Positions of all 11 atoms, in Å:
O 0.106 1.116 -2.025  0.15
Co 0.694 2.108 1.694  1.43
O 0.710 1.416 0.141  0.03
C 0.211 0.568 -0.598  -0.48
O -0.482 -0.412 -0.495  0.22
C -0.757 0.422 -2.670  0.00
C -1.704 1.068 -3.575  0.06
H -0.565 -0.657 -2.748  0.19
H -1.531 0.659 -4.583  0.15
H -2.715 0.737 -3.287  0.15
H -1.620 2.158 -3.563  0.12



A structure of composition C3H4DyO4. Source: the OMol25 dataset; level of theory: ωB97M-V/def2-TZVPD.

Its orbital gap (alpha / beta) is 6.360 / 8.091 eV. The value obtained for the highest occupied orbital energy (alpha / beta) is -13.31 / -13.36 eV. As for the expectation value of S²: 9.78. The spin multiplicity is 6. The value obtained for the LUMO energy (alpha / beta) is -6.95 / -5.27 eV. Its net charge is +1.

Last column: Löwdin charge in e.
Positions of all 12 atoms, in Å:
O -0.252 -0.013 1.190  0.11
C -0.965 -0.039 -0.420  -0.82
C 1.029 0.561 0.911  -0.16
O -1.825 0.932 -0.711  -0.26
O 0.210 -0.003 -1.161  -0.02
C 1.307 -0.371 -0.291  -0.06
H 1.708 0.298 1.735  0.14
H 1.014 1.642 0.699  0.16
H 2.220 -0.054 -0.809  0.16
Dy -3.704 -0.411 -1.162  1.79
O -1.540 -1.255 -0.503  -0.28
H 0.797 -1.287 0.520  0.23



The molecule C3H4F2. Source: the OMol25 dataset; level of theory: ωB97M-V/def2-TZVPD.

Its orbital gap is 11.834 eV. The value obtained for the highest occupied orbital energy is -10.70 eV. The value obtained for the LUMO energy is 1.13 eV. As for the SMILES: C=CC(F)F.

Last column: Löwdin charge in e.
Positions of all 9 atoms, in Å:
C -1.371 -0.084 0.088  0.02
C -0.212 0.055 -0.481  -0.18
C 1.027 0.016 0.218  -0.43
F 2.117 -0.742 -0.187  0.04
F 1.320 1.306 0.001  0.07
H -1.404 -0.407 1.185  0.09
H -2.318 -0.156 -0.597  0.10
H -0.021 0.347 -1.509  0.13
H 0.862 -0.335 1.280  0.16



The molecule C3H4F2O. Source: the OMol25 dataset; level of theory: ωB97M-V/def2-TZVPD.

Its orbital gap (alpha / beta) is 8.021 / 11.706 eV. The value obtained for the highest occupied orbital energy (alpha / beta) is -7.32 / -12.16 eV. As for the expectation value of S²: 2.01. The spin multiplicity is 3. The value obtained for the LUMO energy (alpha / beta) is 0.71 / -0.46 eV.

Last column: Löwdin charge in e.
Positions of all 10 atoms, in Å:
C 0.782 0.421 -0.721  -0.11
C -0.337 0.547 0.383  -0.29
C -1.127 -0.733 0.517  -0.05
O 1.867 -0.274 -0.441  0.05
F -1.158 1.642 0.152  -0.01
F -2.101 -0.826 -0.395  0.02
H 0.690 0.646 -1.705  0.08
H 0.015 0.810 1.359  0.13
H -0.529 -1.634 0.443  0.10
H 1.898 -0.599 0.410  0.06



The molecule C3H4F3N. Source: the OMol25 dataset; level of theory: ωB97M-V/def2-TZVPD.

Its orbital gap is 11.366 eV. The value obtained for the highest occupied orbital energy is -10.46 eV. The value obtained for the LUMO energy is 0.90 eV. As for the SMILES: C/N=C(\F)C(F)F.

Last column: Löwdin charge in e.
Positions of all 11 atoms, in Å:
C 1.826 0.459 0.221  -0.12
N 0.441 0.509 0.091  0.06
C -0.313 -0.418 -0.171  -0.24
F 0.160 -1.698 -0.411  0.04
C -1.938 -0.258 -0.131  -0.29
F -2.373 -0.146 1.094  0.12
F -2.107 1.049 -0.583  0.02
H 2.161 1.119 0.978  0.06
H 2.366 0.809 -0.784  0.14
H 2.190 -0.508 0.508  0.07
H -2.413 -0.917 -0.814  0.14



The molecule C3H4F3N. Source: the OMol25 dataset; level of theory: ωB97M-V/def2-TZVPD.

Its orbital gap is 11.451 eV. The value obtained for the highest occupied orbital energy is -10.65 eV. The value obtained for the LUMO energy is 0.80 eV. As for the SMILES: C/N=C(\F)C(F)F.

Last column: Löwdin charge in e.
Positions of all 11 atoms, in Å:
C -1.767 0.146 0.450  -0.18
N -0.422 0.351 0.553  0.05
C 0.309 -0.305 -0.271  -0.25
F -0.081 -1.297 -1.101  0.08
C 1.854 0.029 -0.256  -0.33
F 2.000 1.215 -0.774  0.11
F 2.430 -0.011 1.016  0.05
H -2.215 -0.377 1.315  0.09
H -2.163 -0.227 -0.625  0.13
H -2.271 1.155 0.668  0.10
H 2.327 -0.677 -0.975  0.16



A cluster of 2 separate species, C3H4F3O3S in total. Source: the OMol25 dataset; level of theory: ωB97M-V/def2-TZVPD.

Its orbital gap is 6.708 eV. The value obtained for the highest occupied orbital energy is -3.25 eV. The value obtained for the LUMO energy is 3.46 eV. Its net charge is -1.

Last column: Löwdin charge in e.
Positions of all 14 atoms, in Å:
C 1.707 -0.083 0.105  0.02
C -2.205 0.674 -0.480  -0.75
C 2.525 -1.321 0.151  -0.67
O -4.744 1.816 0.163  -0.68
O -2.110 1.782 0.254  -0.31
O -1.390 -0.262 -0.546  -0.10
F 2.202 -2.203 1.156  0.09
F 2.384 -2.155 -0.871  0.11
F 3.850 -1.044 0.147  0.09
S -3.675 1.102 0.907  0.82
H 0.611 -0.260 -0.045  0.07
H 1.951 0.396 1.048  0.09
H -2.992 0.852 -1.242  0.09
H 1.884 0.705 -0.746  0.14



The molecule C3H4FN3S. Source: the OMol25 dataset; level of theory: ωB97M-V/def2-TZVPD.

Its orbital gap is 10.059 eV. The value obtained for the highest occupied orbital energy is -9.93 eV. The value obtained for the LUMO energy is 0.13 eV. As for the SMILES: FCc1cnnn1S.

Last column: Löwdin charge in e.
Positions of all 12 atoms, in Å:
F -1.845 -1.354 0.327  -0.06
C -1.488 -0.125 -0.160  -0.23
C -0.020 -0.070 -0.334  -0.29
C 0.798 0.031 -1.485  -0.08
N 2.101 0.005 -1.053  0.00
N 2.174 -0.014 0.280  -0.01
N 0.964 0.065 0.623  -0.44
S 0.262 -0.389 2.229  0.88
H -1.839 0.772 0.424  0.12
H -2.045 -0.043 -1.240  0.17
H 0.315 0.375 -2.382  0.10
H 0.623 0.745 2.772  -0.15



The molecule C3H4FNO2. Source: the OMol25 dataset; level of theory: ωB97M-V/def2-TZVPD.

Its orbital gap (alpha / beta) is 7.092 / 8.076 eV. The value obtained for the highest occupied orbital energy (alpha / beta) is -6.20 / -10.77 eV. As for the expectation value of S²: 2.01. The spin multiplicity is 3. The value obtained for the LUMO energy (alpha / beta) is 0.89 / -2.70 eV.

Last column: Löwdin charge in e.
Positions of all 11 atoms, in Å:
C -1.243 0.172 0.067  -0.50
C 0.964 0.722 0.239  -0.15
C 1.343 -0.734 -0.104  -0.35
N -2.322 -0.171 0.537  0.23
O -0.315 0.855 0.771  0.02
O 0.808 -1.684 0.355  0.17
F -0.858 -0.118 -1.231  0.06
H 1.822 0.922 0.941  0.14
H 0.887 1.379 -0.724  0.16
H 2.069 -0.874 -0.938  0.15
H -3.155 -0.468 0.088  0.07



A cluster of 2 separate species, C3H4FNO2S in total. Source: the OMol25 dataset; level of theory: ωB97M-V/def2-TZVPD.

Its orbital gap (alpha / beta) is 8.701 / 6.405 eV. The value obtained for the highest occupied orbital energy (alpha / beta) is -10.98 / -9.85 eV. The value obtained for the LUMO energy (alpha / beta) is -2.27 / -3.45 eV.

Last column: Löwdin charge in e.
Positions of all 12 atoms, in Å:
C 0.425 1.709 0.245  -0.27
C 1.505 -0.467 -0.303  -0.08
C 0.789 0.429 0.618  -0.11
N 0.153 2.780 -0.084  0.20
O -2.975 0.539 -0.081  -0.30
O -2.211 -1.613 0.918  -0.32
F -1.487 -1.040 -1.414  -0.30
S -1.946 -0.436 0.136  0.80
H 0.852 -0.788 -1.119  0.08
H 2.329 0.063 -0.787  0.10
H 1.882 -1.347 0.210  0.09
H 0.685 0.171 1.662  0.11



| no. | largest force on an atom (eV/Å) | total energy (eV) |
| --- | --- | --- |
| 1 | 5.89 | -22771.1706 |
| 2 | 2.86 | -20167.1831 |
| 3 | 3.01 | -20167.4698 |
| 4 | 2.77 | -19231.8651 |
| 5 | 3.66 | -21278.9934 |
| 6 | 5.73 | -28021.7568 |
| 7 | 3.10 | -38853.8300 |
| 8 | 3.60 | -30628.0961 |
| 9 | 4.20 | -32676.7436 |
| 10 | 4.51 | -34723.0894 |
| 11 | 7.23 | -46921.3161 |
| 12 | 6.00 | -35437.6883 |
| 13 | 3.34 | -8609.1480 |
| 14 | 4.18 | -10653.5346 |
| 15 | 5.11 | -12817.0617 |
| 16 | 5.53 | -12816.9081 |
| 17 | 2.45 | -28306.3246 |
| 18 | 7.87 | -21195.6175 |
| 19 | 8.11 | -11472.6075 |
| 20 | 1.94 | -22310.2137 |